{"formula": "C3H9O", "method": "ωB97M-V/def2-TZVPD", "multiplicity": 2, "s_squared": 0.751, "homo_lumo_gap_ev": [2.8, 7.4], "homo_ha": [0.16788, 0.01256], "total_charge": -2, "relative_energy_kj_mol": 117.0, "symbols": ["O", "C", "C", "C", "H", "H", "H", "H", "H", "H", "H", "H", "H"], "xyz": [[-2.63, 0.72, 0.95], [0.95, -0.22, 1.09], [0.49, 0.23, -1.46], [0.21, -0.77, -0.24], [-3.38, 0.83, 1.59], [0.40, -1.78, -0.53], [1.59, 0.39, -1.86], [-0.06, 1.26, -1.36], [0.24, -0.30, 1.93], [0.95, 0.90, 0.93], [-0.75, -0.50, 0.07], [1.99, -0.63, 1.30], [0.01, -0.11, -2.40]]}

---

{"formula": "C3H9O", "method": "ωB97M-V/def2-TZVPD", "multiplicity": 1, "homo_lumo_gap_ev": 10.3, "homo_ha": -0.60169, "total_charge": 1, "relative_energy_kj_mol": 132.6, "symbols": ["O", "C", "C", "C", "H", "H", "H", "H", "H", "H", "H", "H", "H"], "xyz": [[-1.44, -0.88, 1.01], [-0.15, 1.49, -0.65], [0.05, 0.11, -0.58], [1.19, -0.54, 0.11], [1.20, -1.75, 0.30], [-1.94, -1.64, 0.83], [-0.85, -0.52, -0.95], [-0.98, -1.27, 1.83], [1.84, -0.82, -0.81], [1.84, -0.02, 0.82], [-0.62, 1.91, -1.64], [0.76, 2.04, -0.41], [-0.89, 1.90, 0.13]]}

---

{"formula": "C3H9O2", "method": "ωB97M-V/def2-TZVPD", "multiplicity": 1, "homo_lumo_gap_ev": 6.5, "homo_ha": -0.08341, "total_charge": -1, "relative_energy_kj_mol": 183.6, "symbols": ["O", "O", "C", "C", "C", "H", "H", "H", "H", "H", "H", "H", "H", "H"], "xyz": [[1.04, -0.70, 1.26], [-0.95, -0.93, -0.42], [-1.25, 0.85, -1.96], [1.33, -0.27, 2.46], [-0.17, -0.06, -1.18], [-0.40, -1.27, 0.32], [1.98, 0.67, 2.24], [0.48, -0.71, -1.81], [0.34, -0.25, 2.87], [0.39, 0.71, -0.52], [-0.84, 1.65, -2.60], [1.86, -1.00, 3.17], [-1.77, 0.16, -2.63], [-2.04, 1.14, -1.20]]}

---

{"formula": "C3H9O2", "method": "ωB97M-V/def2-TZVPD", "multiplicity": 1, "homo_lumo_gap_ev": 7.8, "homo_ha": -0.12698, "total_charge": -1, "relative_energy_kj_mol": 185.8, "symbols": ["O", "O", "C", "C", "C", "H", "H", "H", "H", "H", "H", "H", "H", "H"], "xyz": [[-0.57, 0.50, 0.60], [1.20, -1.12, 0.25], [-1.16, 2.31, -1.13], [1.55, -2.28, 1.03], [-1.08, 0.70, -0.73], [0.84, -2.99, 0.68], [-0.16, 2.93, -1.18], [-0.64, 0.01, -1.43], [2.62, -2.73, 0.64], [-2.14, 0.45, -0.62], [1.78, -2.11, 2.15], [-1.45, 2.57, -2.18], [-1.89, 2.89, -0.51], [0.14, -0.47, 0.60]]}

---

{"formula": "C3H9O2PS", "method": "ωB97M-V/def2-TZVPD", "multiplicity": 1, "homo_lumo_gap_ev": 8.5, "smiles": "CP(C)(=O)O.C=S", "homo_ha": -0.32309, "relative_energy_kj_mol": 60.1, "symbols": ["S", "P", "O", "O", "C", "C", "C", "H", "H", "H", "H", "H", "H", "H", "H", "H"], "xyz": [[1.53, -0.52, 2.97], [-0.53, -0.33, -0.86], [-1.73, -0.47, -1.97], [0.49, -1.38, -0.90], [2.53, -0.45, 1.70], [0.12, 1.38, -1.13], [-1.55, -0.29, 0.63], [3.62, -0.66, 1.86], [-0.68, 2.06, -0.92], [2.13, -0.36, 0.70], [-2.45, 0.38, 0.32], [-1.78, -1.33, 0.91], [0.34, 1.47, -2.30], [-1.95, -1.37, -2.04], [-1.17, 0.34, 1.52], [1.08, 1.55, -0.48]]}

---

{"formula": "C3H9O2PS3", "method": "ωB97M-V/def2-TZVPD", "multiplicity": 1, "homo_lumo_gap_ev": 8.3, "smiles": "CCS(=S)#S#P(O)OC", "homo_ha": -0.30996, "relative_energy_kj_mol": 141.1, "symbols": ["S", "S", "S", "P", "O", "O", "C", "C", "C", "H", "H", "H", "H", "H", "H", "H", "H", "H"], "xyz": [[0.95, -0.03, -1.36], [-0.29, 1.20, -0.09], [1.21, -1.88, -0.81], [-2.24, 0.34, -0.77], [-2.56, -0.67, 0.47], [-3.22, 1.43, -0.21], [2.42, 1.02, -0.82], [-2.46, -2.12, 0.40], [2.82, 0.95, 0.66], [2.25, 2.10, -1.09], [-1.35, -2.48, 0.36], [-3.41, 1.56, 0.71], [2.64, -0.15, 0.87], [-2.82, -2.55, 1.30], [3.80, 1.55, 0.94], [2.05, 1.46, 1.33], [3.21, 0.70, -1.43], [-2.99, -2.43, -0.45]]}

---

Listing E for the structures above in their given order: -5298.35567, -5294.58432, -7350.22570, -7350.20324, -27476.30638, -49146.25157 eV.